[1]
This record from OMol25 describes C28H52AlF3O18S6 as an isolated structure. The level of theory is wB97M-V/def2-TZVPD.

The geometry in XYZ format:
```
108
Properties=species:S:1:pos:R:3:lowdin_spin:R:1
S 4.556 -4.364 -3.702 0.000
S 0.686 3.315 3.574 0.000
S -0.677 0.228 0.336 -0.057
S -1.477 4.138 -0.546 0.000
S -4.684 1.019 -1.653 0.000
S -1.181 -0.565 5.280 0.000
Al -3.709 2.051 2.636 0.000
F -0.291 -2.185 1.473 -0.002
F 0.749 -1.942 -0.472 -0.002
F 1.540 -0.972 1.239 -0.002
O -1.973 0.154 4.370 0.000
O 0.034 0.071 5.843 0.000
O -0.679 3.145 3.100 0.002
O -2.004 3.254 0.508 -0.001
O -1.700 -0.233 -0.624 0.482
O 0.709 3.477 5.188 0.000
O 0.282 1.171 -0.282 0.326
O 3.086 -4.967 -3.151 0.000
O 5.200 -5.386 -4.562 0.000
O -5.484 2.044 -2.233 0.001
O -5.492 -0.458 -1.889 0.001
O -1.728 3.768 -1.963 0.000
O -0.763 -2.025 4.612 0.000
O -1.305 0.661 1.570 0.260
O -1.989 5.710 -0.302 0.000
O -4.189 1.157 -0.326 0.002
O 5.268 -3.865 -2.577 0.000
O 1.562 4.336 3.004 0.000
C 1.164 -5.041 -1.787 0.000
C 5.141 1.923 -2.527 0.000
C 4.535 -0.507 -1.417 0.000
C -5.087 -1.545 -1.060 0.001
C -1.722 -3.102 -2.757 0.000
C 2.020 5.260 6.271 0.000
C -5.657 -2.887 -1.545 0.000
C -1.711 6.664 -1.384 0.000
C 0.358 -1.343 0.693 -0.010
C 1.620 1.705 3.381 -0.001
C 4.185 1.876 -1.526 0.000
C 5.500 -0.421 -2.371 0.000
C -3.328 0.775 -2.797 0.000
C -2.304 -1.265 6.562 0.000
C -0.834 -2.769 -4.949 0.000
C 3.883 0.635 -0.920 0.000
C 1.937 3.824 5.803 0.000
C 0.457 -3.996 4.281 0.000
C 5.868 0.786 -2.936 0.000
C -2.710 7.891 -1.449 0.000
C 2.320 -4.191 -2.218 0.000
C 0.066 -2.896 5.269 0.000
C -0.784 -2.476 -3.561 0.001
C -2.603 -4.441 -4.572 0.000
C 0.298 4.452 -0.193 0.001
C -1.767 -3.736 -5.403 0.000
C 4.079 -2.918 -4.677 0.000
C -2.590 -4.089 -3.225 0.000
H 4.215 -1.968 -4.161 0.000
H 2.149 6.007 5.487 0.000
H 0.407 -5.046 -2.571 0.000
H 2.901 -3.854 -1.359 0.000
H 1.726 1.304 4.390 0.000
H 2.795 5.385 7.027 0.000
H -1.773 -2.831 -1.712 0.000
H -6.711 -2.852 -1.820 0.000
H -1.666 -1.710 7.325 0.000
H -5.443 -3.660 -0.808 0.000
H -2.673 8.382 -0.476 0.000
H 3.188 0.491 -0.106 0.000
H 1.025 1.059 2.735 -0.001
H 1.982 -3.259 -2.670 0.000
H -3.726 7.648 -1.761 0.000
H 6.540 0.862 -3.778 0.000
H -0.526 -4.347 3.967 0.000
H 1.041 -3.693 3.412 0.000
H 0.804 -4.654 -0.835 0.000
H -0.164 -2.206 -5.582 0.000
H 0.372 4.778 0.844 0.000
H -1.811 -3.866 -6.474 0.000
H -5.533 -1.355 -0.084 0.000
H 4.181 -1.484 -1.123 0.000
H 0.829 3.501 -0.229 0.000
H -4.004 -1.534 -0.942 0.000
H 3.745 2.737 -1.046 0.000
H 2.800 3.370 5.316 0.000
H -2.958 -0.485 6.953 0.000
H -2.613 1.513 -2.434 0.000
H -2.315 8.515 -2.250 0.000
H -3.243 -5.209 -4.979 0.000
H -1.601 6.278 -2.397 0.000
H 1.032 5.490 6.670 0.000
H 0.674 5.221 -0.867 0.000
H -0.419 -3.269 6.172 0.000
H 5.969 -1.338 -2.696 0.000
H 0.948 -4.864 4.718 0.000
H -3.698 0.920 -3.812 0.000
H -2.795 -2.127 6.112 0.000
H 3.010 -3.048 -4.849 0.000
H 1.452 -6.072 -1.579 0.000
H -5.166 -3.172 -2.476 0.000
H 0.939 -2.318 5.572 0.000
H 5.367 2.884 -2.965 0.000
H -0.738 7.057 -1.091 0.000
H 2.604 1.962 2.988 0.000
H 1.976 3.370 6.794 0.000
H -0.125 -1.769 -3.078 0.000
H 4.622 -2.878 -5.621 0.000
H -3.365 -4.554 -2.634 0.000
H -2.909 -0.220 -2.649 0.000
```

As for the multiplicity: 2. The HOMO energy (spin up / spin down) is -11.054 / -11.052 eV. The expectation value of S² is 0.7660. As for the charge: +1. The frontier orbital gap (spin up / spin down) is 7.81 / 2.92 eV. For the calculated total energy, the calculation gives -146481.6905 eV.


[2]
This record from OMol25 describes a 5-piece molecular cluster, C17H30FNO6S2 overall. The level of theory is wB97M-V/def2-TZVPD.

The geometry in XYZ format:
```
57
Properties=species:S:1:pos:R:3:lowdin_charge:R:1
S -1.498 -3.971 -0.955 0.681
S -0.521 3.115 -0.575 0.717
F 4.541 1.225 5.219 0.055
O -0.315 2.465 -1.870 -0.339
O 1.530 -0.552 -0.904 -0.376
O -2.778 -3.340 -1.440 -0.367
O 0.513 3.893 0.101 -0.319
O 0.461 -1.085 -4.916 0.150
O -0.481 -4.433 -1.880 -0.330
N 1.104 0.472 -3.175 -0.016
C 3.240 2.643 3.919 0.052
C -1.953 4.189 -0.564 -0.188
C 0.198 -0.505 -3.928 -0.440
C 3.660 0.326 3.273 -0.005
C 2.562 2.666 2.615 -0.010
C -2.456 3.919 0.927 -0.214
C 2.860 0.341 2.083 -0.071
C 2.446 0.747 -3.804 -0.054
C -2.022 -5.354 -0.067 -0.355
C 2.433 1.518 1.720 -0.130
C -0.849 -3.088 0.477 -0.242
C -2.378 -4.970 1.204 -0.316
C 3.763 1.339 4.128 -0.307
C -1.352 -4.005 1.665 -0.213
C -2.336 2.489 1.116 -0.344
C -1.124 1.914 0.568 -0.238
C -1.151 -0.682 -3.242 -0.014
H -1.106 -0.760 -2.070 0.091
H 1.231 0.162 -2.056 0.037
H -1.604 4.551 1.589 0.189
H -0.231 1.835 1.380 0.166
H 0.197 -2.526 0.242 0.137
H -1.673 -3.169 2.392 0.137
H 3.180 -0.161 -3.561 0.135
H 3.019 1.718 -3.547 0.106
H -2.538 2.329 2.243 0.155
H 2.858 -0.430 1.446 0.063
H -1.424 -2.063 0.392 0.108
H -3.215 1.891 0.692 0.148
H 1.297 -0.175 0.028 -0.038
H -2.142 -5.969 1.828 0.178
H 3.395 3.318 4.590 0.041
H -1.398 1.096 0.140 0.029
H -1.224 -6.054 0.114 0.114
H 2.315 0.838 -4.940 0.093
H -3.601 3.920 1.091 0.147
H -0.352 -4.541 1.977 0.153
H -2.068 0.128 -3.481 0.150
H 2.174 3.718 2.232 0.124
H -1.665 5.072 -0.875 0.036
H -1.419 -1.693 -3.694 0.095
H 0.502 1.302 -3.214 0.100
H -2.652 3.847 -1.340 0.116
H -3.354 -4.626 1.228 0.104
H 1.932 1.496 0.782 0.062
H 4.342 -0.424 3.332 0.089
H -2.874 -5.907 -0.633 0.169
```

The HOMO energy is -8.776 eV. Its energy above the lowest of the compared OMol25 structures with the same formula, charge and spin is 34.69 kcal/mol. As for the charge: 0. The frontier orbital gap is 8.96 eV. For the calculated total energy, the calculation gives -56269.3521 eV.


[3]
This record from OMol25 describes a 2-piece molecular cluster, C2Cl3O2 overall. The level of theory is wB97M-V/def2-TZVPD.

The geometry in XYZ format:
```
7
Properties=species:S:1:pos:R:3:lowdin_charge:R:1
Cl 2.409 1.549 0.201 0.225
Cl 3.067 -1.252 0.219 0.204
Cl 0.350 -0.415 -0.328 0.275
O -2.502 1.150 -0.021 0.183
O -2.821 -1.073 0.422 0.180
C 2.113 0.010 -0.688 -1.525
C -2.615 0.032 0.196 -0.541
```

The HOMO energy is -3.100 eV. Its energy above the lowest of the compared OMol25 structures with the same formula, charge and spin is 15.93 kcal/mol. As for the charge: -1. The frontier orbital gap is 6.24 eV. For the calculated total energy, the calculation gives -43737.3256 eV.


[4]
This record from OMol25 describes C48H45As2N7S3Tl as an isolated structure. The level of theory is wB97M-V/def2-TZVPD.

The geometry in XYZ format:
```
106
Properties=species:S:1:pos:R:3:lowdin_charge:R:1
Tl 0.824 -1.129 0.150 0.645
As -1.297 1.609 0.712 1.275
As 2.203 2.998 -0.321 1.360
S 2.096 -2.380 -2.334 0.547
S 1.407 -5.201 -2.885 0.780
S -1.354 -2.634 -1.614 0.599
N -2.462 -4.078 -3.453 0.028
N 1.968 -3.431 0.488 -0.092
N 1.880 -4.308 -0.493 -0.101
N -2.934 -1.078 0.670 0.075
N -1.943 -1.830 -4.037 0.095
N 2.220 -1.641 2.570 0.057
N -1.055 -2.857 1.488 0.054
C 2.646 -3.759 1.548 -0.113
C 1.749 -3.907 -1.729 -1.204
C -5.325 -0.703 2.034 -0.026
C -3.159 -1.738 1.818 -0.165
C 3.945 -2.236 4.678 -0.079
C -0.869 2.140 -1.115 -0.442
C -2.160 -2.655 2.274 -0.245
C 3.300 -1.003 4.610 -0.068
C 5.845 5.118 1.899 -0.109
C -3.550 2.658 2.216 -0.137
C 3.805 3.830 0.493 -0.385
C 2.836 -2.840 2.623 -0.276
C -0.696 1.169 -2.096 -0.130
C 4.343 -0.681 -0.411 -0.117
C -2.358 -3.299 3.481 -0.041
C -4.702 3.377 2.480 -0.102
C -5.263 4.171 1.492 -0.108
C -2.947 -3.269 -5.628 -0.054
C -2.392 -0.873 -6.196 -0.047
C 1.406 2.475 1.441 -0.441
C -2.942 -4.262 -4.659 -0.168
C -2.933 2.712 0.967 -0.378
C -2.421 -2.035 -5.246 -0.366
C 3.361 1.185 -2.192 -0.125
C -4.517 -2.268 3.789 -0.071
C -4.687 4.202 0.234 -0.094
C -5.096 -0.082 0.836 -0.057
C 3.076 1.329 -0.838 -0.436
C -0.364 1.528 -3.394 -0.070
C -3.520 -3.098 4.233 -0.105
C 5.934 3.763 1.625 -0.092
C -0.437 3.841 -2.774 -0.116
C -1.958 -2.858 -3.175 -0.823
C 3.763 5.204 0.716 -0.140
C -4.352 -1.571 2.573 -0.162
C 0.023 -5.999 -2.026 -0.406
C 2.444 -0.779 3.544 -0.152
C -0.225 2.864 -3.734 -0.093
C 4.772 5.847 1.411 -0.106
C 4.629 -0.800 -1.760 -0.157
C 4.926 3.132 0.919 -0.098
C 4.123 0.129 -2.653 -0.127
C -3.867 -0.300 0.193 -0.182
C -3.547 3.461 -0.029 -0.109
C 3.566 0.372 0.049 -0.234
C -0.049 2.884 1.639 -0.443
C 3.693 -3.164 3.696 -0.030
C -0.740 3.478 -1.474 -0.221
H -2.962 -1.102 -7.094 0.063
H -5.128 4.805 -0.549 0.098
H 0.308 -6.154 -0.992 0.017
H -0.161 -6.941 -2.530 0.019
H -5.826 0.586 0.402 0.104
H -2.809 0.006 -5.707 0.074
H -0.841 0.120 -1.860 0.017
H 2.029 2.923 2.225 0.069
H -0.881 4.257 -0.731 0.093
H -3.342 -3.441 -6.616 0.084
H -1.280 -2.794 0.495 -0.103
H -5.442 -2.156 4.341 0.099
H -6.239 -0.529 2.586 0.109
H 1.901 0.156 3.475 0.102
H -0.306 2.823 2.708 0.061
H 4.719 -1.408 0.295 0.107
H 4.627 -2.454 5.489 0.102
H -0.227 0.757 -4.136 0.100
H -3.350 -5.252 -4.853 0.098
H 5.221 -1.629 -2.117 0.103
H -3.627 -3.626 5.172 0.096
H 2.976 1.925 -2.887 0.092
H 4.169 -4.132 3.717 0.105
H -0.841 -5.343 -2.104 -0.029
H -3.642 0.189 -0.747 0.109
H 5.013 2.076 0.699 0.083
H -1.607 -3.992 3.837 0.103
H 6.614 5.608 2.482 0.094
H 2.916 5.772 0.338 0.088
H -0.505 -3.673 1.720 0.092
H 3.392 0.465 1.115 0.079
H 6.788 3.196 1.975 0.100
H -3.127 3.468 -1.028 0.089
H 4.723 6.916 1.580 0.096
H -0.215 3.919 1.325 0.052
H -5.167 3.318 3.454 0.097
H 3.467 -0.242 5.357 0.096
H 3.162 -4.718 1.592 0.119
H -1.361 -0.655 -6.474 0.075
H 1.470 1.386 1.531 -0.018
H -3.113 2.025 2.984 0.100
H 0.043 3.152 -4.743 0.098
H -6.145 4.761 1.701 0.094
H -0.364 4.888 -3.039 0.098
H 4.305 0.011 -3.710 0.104
```

The HOMO energy is -3.895 eV. Its energy above the lowest of the compared OMol25 structures with the same formula, charge and spin is 27.18 kcal/mol. As for the charge: -1. The frontier orbital gap is 5.87 eV. For the calculated total energy, the calculation gives -219814.6417 eV.


[5]
This record from OMol25 describes C4H3ClF3N2S as an isolated structure. The level of theory is wB97M-V/def2-TZVPD.

The geometry in XYZ format:
```
14
Properties=species:S:1:pos:R:3:lowdin_spin:R:1
Cl -3.751 1.129 -0.560 0.008
S 1.946 1.310 0.609 1.293
F 2.356 -1.318 0.133 0.020
F 2.482 -0.168 -1.694 0.017
F 4.037 -0.045 -0.239 0.018
N -1.209 1.144 -0.090 0.045
N -1.910 -0.849 0.226 0.013
C 2.767 -0.114 -0.369 0.067
C -0.545 -0.824 0.536 0.034
C -0.150 0.461 0.341 0.461
C -2.296 0.376 -0.055 0.016
H -1.124 2.103 -0.066 0.005
H -0.048 -1.760 0.703 0.001
H -2.554 -1.446 0.526 0.002
```

As for the multiplicity: 3. The HOMO energy (spin up / spin down) is -12.029 / -13.912 eV. The expectation value of S² is 2.0091. Its energy above the lowest of the compared OMol25 structures with the same formula, charge and spin is 7.72 kcal/mol. As for the charge: +1. The frontier orbital gap (spin up / spin down) is 8.58 / 6.32 eV. For the calculated total energy, the calculation gives -38675.5183 eV.